(1)
Here is a structure of composition C45H49N12O6RuS from the Open Molecules 2025 dataset. Energies are from the ωB97M-V functional and the def2-TZVPD basis.

Values from the calculation:
- relative energy (zero: lowest compared OMol25 entry of this formula, charge and spin) (kJ/mol) = 0.0
- Kohn-Sham gap (alpha / beta) (Eh) = 0.2830 / 0.2420

ORCA input file:
```
! RIJCOSX wB97M-V def2-TZVPD def2/J DEFGRID3
* xyz 0 6
Ru 0.1070 0.2497 0.1268
C -1.2057 -3.5166 2.6696
O 0.1747 -3.8780 2.6482
C 0.7273 -4.0227 1.3969
C 1.2572 -5.2508 1.0677
C 1.8842 -5.4562 -0.1629
C 1.9673 -4.4029 -1.0436
C 1.4604 -3.1337 -0.7252
C 1.7127 -2.0798 -1.6825
N 1.4368 -0.8385 -1.5375
N 1.7863 -0.0637 -2.6329
C 1.3435 1.1532 -2.4923
O 0.6746 1.5910 -1.4906
C 1.5974 2.1114 -3.6075
C 1.2378 3.4450 -3.4467
C 1.4552 4.3542 -4.4718
C 2.0224 3.9341 -5.6662
C 2.3743 2.5996 -5.8336
C 2.1663 1.6911 -4.8079
C 0.8089 -2.9075 0.5121
O 0.3352 -1.7643 0.9020
H -1.5482 -3.6784 3.6902
H -1.7771 -4.1632 1.9964
H -1.3433 -2.4766 2.3786
H 1.1661 -6.0517 1.7914
H 2.2876 -6.4266 -0.4172
H 2.4545 -4.5339 -2.0036
H 2.1955 -2.3706 -2.6171
H 0.7911 3.7537 -2.5111
H 1.1790 5.3925 -4.3376
H 2.1937 4.6443 -6.4658
H 2.8193 2.2697 -6.7641
H 2.4423 0.6512 -4.9182
C -1.9767 -0.1471 -4.9954
N -1.8261 -0.6348 -3.6269
C -1.5970 0.0457 -2.5074
N -1.4691 -0.7957 -1.4933
C -1.6144 -2.0145 -2.0785
N -1.8381 -1.9644 -3.3702
C -2.1886 1.3447 -5.0343
C -1.4237 2.1497 -5.8667
C -1.6103 3.5275 -5.8773
C -2.5150 4.1196 -5.0139
C -3.2646 3.3163 -4.1584
C -3.1313 1.9366 -4.2044
C -4.1186 3.9086 -3.1314
N -4.5388 5.1176 -2.9927
N -5.2290 5.1553 -1.7858
C -5.1711 3.9641 -1.2981
O -4.4934 3.1137 -2.1009
C -5.6957 3.4465 -0.0356
C -6.6503 4.1711 0.6740
C -7.1324 3.6695 1.8692
C -6.6721 2.4506 2.3537
C -5.7223 1.7262 1.6481
C -5.2474 0.3850 2.1605
N -3.7997 0.2871 2.2156
C -2.9586 -0.1897 1.2979
N -1.7182 0.0535 1.6679
C -1.8597 0.7124 2.8472
N -3.1064 0.8767 3.2173
C -5.2270 2.2325 0.4531
H -2.8177 -0.6883 -5.4306
H -1.0788 -0.4150 -5.5525
H -1.5193 1.1153 -2.4237
H -1.5458 -2.9455 -1.5388
H -0.6615 1.7059 -6.4955
H -1.0063 4.1426 -6.5301
H -2.6269 5.1945 -4.9677
H -3.7325 1.3276 -3.5422
H -6.9978 5.1168 0.2806
H -7.8691 4.2286 2.4305
H -7.0498 2.0666 3.2938
H -5.5954 -0.4206 1.5121
H -5.6266 0.2021 3.1639
H -3.2594 -0.6699 0.3817
H -1.0247 1.0911 3.4125
H -4.4467 1.7124 -0.0908
C 7.0889 -4.3448 3.0074
C 5.8795 -4.2295 2.0890
C 5.3447 -2.8055 2.0065
C 4.1319 -2.7159 1.0869
N 3.5429 -1.3875 1.0313
C 2.7374 -0.8520 1.9497
S 2.1348 0.7428 1.6963
N 2.4532 -1.5640 3.0347
C 1.5131 -1.1911 4.0859
C 2.2225 -0.8743 5.3951
C 3.1192 0.3552 5.3172
C 3.8297 0.6374 6.6343
H 7.4573 -5.3695 3.0555
H 6.8390 -4.0314 4.0230
H 7.9064 -3.7114 2.6580
H 5.0830 -4.8940 2.4388
H 6.1424 -4.5753 1.0845
H 6.1224 -2.1305 1.6381
H 5.0839 -2.4512 3.0091
H 3.3662 -3.4485 1.3693
H 4.4166 -2.9796 0.0680
H 3.6684 -0.8198 0.2092
H 2.7759 -2.5199 3.0599
H 0.8208 -2.0245 4.1988
H 0.9556 -0.3276 3.7293
H 2.8113 -1.7436 5.7114
H 1.4596 -0.7267 6.1658
H 2.5185 1.2193 5.0205
H 3.8572 0.2179 4.5217
H 3.1113 0.8088 7.4387
H 4.4663 1.5195 6.5630
H 4.4591 -0.2056 6.9287
O -1.8774 1.9991 -0.3984
C -1.2236 2.7340 0.3673
O -0.1987 2.3598 1.0020
H -1.5500 3.7765 0.5234
*
```

Mulliken atomic charge list, values in e, 99 entries: Ru 1.58; C -0.77; O -0.52; C -0.26; C -0.43; C -0.98; C -0.88; C 0.60; C -1.08; N 1.54; N -1.41; C 0.14; O -1.22; C 0.52; C -0.22; C -0.91; C -0.32; C -0.75; C -0.40; C 0.43; O 0.97; H 0.27; H 0.37; H 0.04; H 0.49; H 0.41; H 0.44; H 0.20; H 0.49; H 0.42; H 0.45; H 0.39; H 0.46; C -0.85; N 1.02; C -1.07; N 0.60; C -0.57; N -1.57; C 0.72; C -0.63; C -0.65; C -1.13; C 0.64; C -0.29; C 0.41; N -0.57; N -0.50; C 0.56; O -0.07; C 0.17; C -0.96; C -0.71; C -0.85; C 0.98; C -1.24; N 0.95; C -1.10; N 1.22; C -0.92; N -1.03; C 0.26; H 0.35; H 0.35; H 0.90; H 0.72; H 0.39; H 0.47; H 0.51; H 0.57; H 0.53; H 0.40; H 0.39; H 0.24; H 0.44; H 0.53; H 0.63; H 0.23; C -1.36; C -0.34; C -0.26; C -0.98; N 0.20; C -0.08; S -0.42; N 0.42; C -0.34; C -0.94; C 0.02; C -1.42; H 0.40; H 0.33; H 0.33; H 0.35; H 0.32; H 0.39; H 0.15; H -0.20; H 0.72

***

(2)
Here is a structure of composition C45H50As2MnN3O9PS2 from the Open Molecules 2025 dataset. Energies are from the ωB97M-V functional and the def2-TZVPD basis.

Values from the calculation:
- Kohn-Sham gap (alpha / beta) (Eh) = 0.2784 / 0.2859

ORCA input file:
```
! RIJCOSX wB97M-V def2-TZVPD def2/J DEFGRID3
* xyz 0 6
Mn 0.0428 0.3782 0.4549
C 3.3495 -0.2258 3.2100
C 3.3034 -1.4756 2.3334
C 2.2361 -2.4435 2.8247
C 3.1376 -1.1753 0.8179
C 4.4602 -1.1149 0.0680
O 4.7302 0.2952 -0.0309
C 3.5532 0.9200 0.2170
N 2.5681 0.1829 0.5630
C 3.7053 2.4109 0.1529
C 5.0253 2.8808 0.1441
C 5.3033 4.2343 0.1648
C 4.2624 5.1510 0.1915
C 2.9587 4.6953 0.1894
C 2.6583 3.3343 0.1699
P 0.8828 2.8641 0.0530
C 0.1845 4.0009 1.2982
C -0.5395 5.1675 1.0736
C -1.0729 5.8805 2.1398
C -0.8928 5.4316 3.4399
C -0.1601 4.2753 3.6742
C 0.3761 3.5662 2.6119
C 0.5367 3.5013 -1.6329
C -0.6627 4.0889 -2.0274
C -0.9016 4.3999 -3.3603
C 0.0467 4.1108 -4.3277
C 1.2379 3.5029 -3.9515
C 1.4779 3.2020 -2.6216
H 3.5796 -0.5132 4.2363
H 2.3794 0.2713 3.2178
H 4.1129 0.4880 2.8849
H 4.2738 -1.9799 2.4235
H 2.4108 -2.7059 3.8683
H 1.2449 -1.9973 2.7907
H 2.2210 -3.3576 2.2282
H 2.4699 -1.9179 0.3851
H 4.4118 -1.5186 -0.9475
H 5.2879 -1.5737 0.6049
H 5.8376 2.1721 0.1342
H 6.3318 4.5694 0.1648
H 4.4637 6.2141 0.2130
H 2.1460 5.4117 0.2035
H -0.6749 5.5575 0.0733
H -1.6289 6.7893 1.9480
H -1.3219 5.9799 4.2688
H -0.0301 3.9006 4.6805
H 0.9038 2.6413 2.8090
H -1.4535 4.2654 -1.3098
H -1.8432 4.8562 -3.6380
H -0.1429 4.3472 -5.3665
H 1.9858 3.2610 -4.6963
H 2.4155 2.7281 -2.3536
O -1.5656 1.2492 4.5719
As -0.9790 -0.1786 3.6770
O -0.0807 -1.0709 4.7024
O -0.0872 0.5452 2.4426
C -2.7089 -1.0985 3.4752
C -3.2021 -1.2878 4.7746
C -4.3909 -1.9511 5.0094
C -5.1219 -2.4556 3.9438
C -4.6475 -2.2910 2.6587
C -3.4507 -1.6190 2.4150
S -3.0299 -1.4825 0.6903
O -3.0538 -2.8130 0.1407
O -4.0124 -0.5751 0.1152
O -1.6903 -0.8746 0.7644
H -2.2174 1.7382 4.0534
H -2.6269 -0.9189 5.6138
H -4.7400 -2.0817 6.0254
H -6.0513 -2.9825 4.1176
H -5.1966 -2.6917 1.8163
O -1.6384 0.9434 -6.4366
C -0.5675 0.1224 -6.0162
C -0.4549 0.1640 -4.5175
C 0.6255 -0.4445 -3.8855
C 0.7225 -0.3737 -2.5106
N -0.1850 0.2564 -1.7640
C -1.2410 0.8203 -2.3586
C -1.4047 0.8036 -3.7378
C -2.2533 1.4852 -1.4611
C -3.5514 1.7039 -1.8883
C -4.4715 2.2228 -0.9887
C -5.9371 2.2650 -1.3248
O -6.6887 1.5679 -0.3484
C -4.0354 2.5669 0.2831
C -2.7166 2.3310 0.6190
N -1.8488 1.7930 -0.2303
H -1.7488 0.8475 -7.3855
H 0.3831 0.4573 -6.4481
H -0.7251 -0.9186 -6.3235
H 1.3974 -0.9520 -4.4518
H 1.5515 -0.8223 -1.9765
H -2.2336 1.3016 -4.2139
H -3.8862 1.3742 -2.8618
H -6.0990 1.8486 -2.3250
H -6.3057 3.2930 -1.3252
H -6.2393 0.7282 -0.1748
H -4.7279 2.9439 1.0235
H -2.3261 2.5630 1.6041
C -0.6827 -4.8368 -2.8438
As 0.7489 -4.5415 -1.5909
C 1.1239 -6.2675 -0.8294
C 2.2928 -4.1735 -2.6875
S 0.2689 -3.0979 -0.1943
H -0.5266 -5.7533 -3.4117
H -0.7385 -3.9802 -3.5141
H -1.6059 -4.8875 -2.2683
H 1.2117 -7.0251 -1.6072
H 0.3135 -6.5173 -0.1474
H 2.0525 -6.1985 -0.2650
H 2.5453 -5.0408 -3.2971
H 3.1249 -3.9301 -2.0281
H 2.0799 -3.3218 -3.3318
*
```

Mulliken atomic charge list, values in e, 99 entries: Mn 1.12; C -1.50; C 0.75; C -1.28; C 0.94; C -0.75; O -0.49; C 0.15; N 0.77; C 0.64; C -0.93; C -0.73; C -0.80; C -0.68; C 0.07; P 2.50; C 0.25; C 0.01; C -0.90; C -0.66; C -0.50; C -0.71; C 0.70; C -0.30; C -0.94; C -0.65; C -0.84; C -0.80; H 0.53; H 0.03; H 0.36; H 0.28; H 0.44; H 0.11; H 0.29; H -1.20; H 0.28; H 0.36; H 0.53; H 0.40; H 0.45; H 0.42; H 0.50; H 0.47; H 0.40; H 0.44; H 0.16; H 0.13; H 0.42; H 0.42; H 0.46; H 0.28; O -0.72; As 1.04; O -0.83; O 0.21; C 0.22; C -1.13; C -0.75; C -0.65; C -0.98; C 0.35; S 0.92; O -0.72; O -0.51; O 0.27; H 0.30; H 0.45; H 0.39; H 0.38; H 0.48; O -0.50; C -0.71; C -0.01; C -1.71; C -0.48; N 1.01; C -0.20; C -0.22; C 0.48; C -0.72; C -0.61; C -0.83; O -0.55; C -0.97; C -0.86; N 2.30; H 0.32; H 0.34; H 0.34; H 0.55; H 0.26; H 0.56; H 0.37; H 0.32; H 0.36; H 0.38; H 0.46; H 0.02